a | Computed, not measured: C27H34N2O3 in the gas phase, with the ωB97M-V functional and the def2-TZVPD basis.

Computed properties:
Kohn-Sham gap   8.22 eV
Total charge   0
Structure (SMILES)   COCCN(C[C@@H]1CCCN(C2Cc3ccccc3C2)C1)C(=O)c1ccc(C(C)=O)cc1

Element x y z (Å)
C  -3.870  -4.525  -0.698
H  -4.945  -4.511  -0.532
O  -3.283  -4.112  0.518
C  -1.889  -4.243  0.574
C  -1.124  -3.226  -0.298
N  -1.594  -1.876  -0.069
C  -2.421  -1.328  -0.990
O  -2.658  -1.861  -2.062
C  -3.089  -0.038  -0.630
C  -4.067  -0.025  0.362
C  -4.754  1.140  0.633
C  -4.491  2.310  -0.083
C  -3.527  2.282  -1.089
C  -2.838  1.115  -1.363
H  -2.100  1.094  -2.150
H  -3.303  3.167  -1.663
C  -5.269  3.526  0.271
O  -5.983  3.554  1.249
C  -5.132  4.719  -0.643
H  -4.114  5.102  -0.603
H  -5.361  4.438  -1.668
H  -5.816  5.499  -0.318
H  -5.512  1.171  1.401
H  -4.285  -0.931  0.909
C  -1.129  -1.195  1.116
H  -1.171  -1.889  1.961
H  -1.794  -0.357  1.334
C  0.304  -0.661  0.965
C  0.767  -0.003  2.265
C  2.164  0.589  2.091
C  2.190  1.542  0.887
N  1.689  0.967  -0.343
C  0.387  0.375  -0.170
H  0.078  -0.080  -1.113
H  -0.316  1.187  0.062
C  2.606  0.341  -1.265
C  3.638  1.378  -1.770
C  4.861  1.108  -0.948
C  5.965  1.909  -0.742
C  6.982  1.448  0.083
C  6.891  0.207  0.689
C  5.782  -0.602  0.479
C  4.773  -0.145  -0.343
C  3.491  -0.818  -0.728
H  3.680  -1.532  -1.534
H  3.032  -1.363  0.094
H  5.714  -1.570  0.954
H  7.688  -0.135  1.332
H  7.851  2.066  0.257
H  6.036  2.881  -1.209
H  3.855  1.207  -2.828
H  3.262  2.394  -1.661
H  1.989  -0.016  -2.096
H  3.204  1.905  0.730
H  1.549  2.403  1.121
H  2.894  -0.208  1.953
H  2.448  1.143  2.987
H  0.763  -0.729  3.081
H  0.067  0.796  2.524
H  0.971  -1.496  0.733
H  -1.285  -3.446  -1.356
H  -0.057  -3.302  -0.077
H  -1.636  -4.096  1.628
H  -1.577  -5.256  0.277
H  -3.625  -3.848  -1.522
H  -3.554  -5.542  -0.957

---

b | Computed, not measured: C27H34N2O3 in the gas phase, with the ωB97M-V functional and the def2-TZVPD basis.

Computed properties:
Kohn-Sham gap   7.70 eV
Total charge   0
Structure (SMILES)   CCCCN(C)C[C@H](O)Cn1cc(/C=C/C(=O)c2ccc(OCC)cc2)c2ccccc21

Element x y z (Å)
C  -2.151  -2.371  -1.442
C  -0.839  -1.928  -0.808
C  -0.695  -2.457  0.616
C  0.617  -2.043  1.283
N  1.810  -2.400  0.521
C  1.933  -3.838  0.364
H  1.093  -4.215  -0.214
H  2.844  -4.070  -0.182
H  1.962  -4.361  1.332
C  2.996  -1.840  1.151
H  2.765  -0.819  1.474
C  4.211  -1.770  0.210
O  5.329  -1.254  0.886
H  5.135  -0.354  1.179
H  4.519  -2.774  -0.096
C  3.885  -0.966  -1.071
N  3.447  0.369  -0.779
C  2.151  0.727  -0.605
C  2.051  2.046  -0.212
C  0.868  2.785  0.091
C  -0.390  2.306  0.043
C  -1.540  3.145  0.367
O  -1.441  4.335  0.623
C  -2.868  2.476  0.327
C  -3.985  3.235  -0.028
C  -5.233  2.663  -0.103
C  -5.412  1.309  0.197
C  -4.309  0.556  0.591
C  -3.055  1.137  0.650
H  -2.223  0.536  0.985
H  -4.413  -0.483  0.866
O  -6.688  0.854  0.098
C  -6.965  -0.523  0.253
C  -6.560  -1.343  -0.969
H  -6.827  -2.385  -0.818
H  -5.489  -1.274  -1.147
H  -7.076  -0.969  -1.850
H  -6.491  -0.916  1.162
H  -8.049  -0.568  0.386
H  -6.098  3.240  -0.388
H  -3.845  4.282  -0.252
H  -0.583  1.293  -0.272
H  0.999  3.814  0.399
C  3.402  2.534  -0.143
C  3.964  3.766  0.179
C  5.335  3.896  0.138
C  6.156  2.824  -0.219
C  5.628  1.592  -0.543
C  4.245  1.454  -0.500
H  6.270  0.768  -0.814
H  7.226  2.964  -0.243
H  5.790  4.844  0.384
H  3.337  4.601  0.452
H  1.378  0.005  -0.781
H  3.089  -1.487  -1.605
H  4.780  -0.924  -1.697
H  3.295  -2.410  2.048
H  0.619  -0.955  1.396
H  0.650  -2.485  2.296
H  -1.512  -2.069  1.231
H  -0.790  -3.544  0.610
H  0.000  -2.282  -1.409
H  -0.805  -0.837  -0.796
H  -2.240  -1.980  -2.453
H  -2.211  -3.457  -1.487
H  -2.994  -2.006  -0.860

---

Most stable = a

---

a | Computed, not measured: a gas-phase ion, C2H3O3S (charge -1), with the ωB97M-V functional and the def2-TZVPD basis.

Computed properties:
Kohn-Sham gap   7.04 eV
Total charge   -1

Element x y z (Å)
C  1.628  0.771  0.017
C  -1.220  -0.154  -0.099
O  2.158  1.269  -0.933
O  1.433  0.966  1.211
O  0.438  -2.073  0.506
S  0.345  -0.976  -0.595
H  -2.071  -0.872  0.012
H  -1.564  0.572  -0.972
H  -1.147  0.497  0.853

---

b | Computed, not measured: 2 unconnected molecules or ions with the total composition C2H3O3S, with the ωB97M-V functional and the def2-TZVPD basis.

Computed properties:
Kohn-Sham gap   6.13 eV
Total charge   -1

Element x y z (Å)
C  -1.432  1.964  -1.382
C  0.777  -0.655  0.529
O  -1.396  2.641  -0.443
O  -1.306  1.498  -2.444
O  1.055  -1.294  1.757
S  -0.970  -0.696  0.054
H  1.354  0.278  0.518
H  1.149  -1.439  -0.259
H  0.768  -2.298  1.670

---

Most stable = b